Density functional theory data (wB97M-V/def2-TZVPD) for C3H5N2O as an isolated structure.

Each line ends with the Mulliken charge.
Element x y z (Å)
1 C -2.13577 0.88592 -0.37116  -0.2398
2 C 2.50656 -0.35077 -0.25987  -0.1336
3 C -0.01097 -0.26227 -0.15337  0.5798
4 N -1.06178 0.32699 -0.52709  -0.0527
5 N 1.24400 -0.36995 -0.45067  -0.1522
6 O -0.25924 -1.18027 1.44997  -0.4809
7 H -2.09607 1.63058 0.42000  0.3169
8 H -3.00851 0.67982 -1.09164  0.2757
9 H 2.97170 0.39014 0.35896  0.2877
10 H 3.02827 -0.76942 -1.08749  0.2897
11 H -1.17818 -0.98077 1.71234  0.3094

Atomic forces in eV per Å
-2.6763 1.5533 -0.6611
-2.2603 1.3464 -1.5947
1.3981 -1.8632 5.3840
2.8591 -2.6402 -1.1908
-1.5591 -0.1461 0.2320
0.6582 2.0367 -4.1138
-1.0685 0.3545 -0.0139
1.1956 0.4308 1.3539
0.2311 -0.0325 0.9234
1.0252 -1.0204 0.0039
0.1970 -0.0193 -0.3230

Computed properties:
- charge = +1
- highest occupied orbital energy (eV) = -15.2117
- Kohn-Sham gap (eV) = 8.657
- ΔE to the lowest compared entry with this formula, charge and spin (kcal/mol) = 132.1

=====

Density functional theory data (wB97M-V/def2-TZVPD) for a 2-piece molecular cluster, C4H11NO2 overall.

Each line ends with the Mulliken charge.
Element x y z (Å)
1 C 1.08687 -0.38334 0.91258  -0.9217
2 C -0.22610 -0.81712 0.33427  -0.5008
3 N -0.56074 0.21689 -0.65799  -0.1697
4 C -0.20357 0.28920 -1.97090  0.7039
5 C -0.47303 1.69735 -2.53671  -1.1109
6 O 0.43253 -0.61690 -2.56808  -0.6491
7 H 1.79917 -0.38641 0.07043  0.3927
8 H 1.40720 -1.14131 1.64707  0.2609
9 H 1.11638 0.60828 1.39471  0.2327
10 H -0.12635 -1.77928 -0.20399  0.2254
11 H -1.02825 -0.93472 1.08804  0.3504
12 H -1.19290 0.94361 -0.31334  0.2379
13 H -0.04808 1.70692 -3.55451  0.3230
14 H 0.01951 2.48525 -1.94239  0.2960
15 H -1.54968 1.92774 -2.60279  0.3190
16 O -0.36388 -0.93236 3.61976  -0.6436
17 H 0.39715 -1.14049 4.20780  0.3218
18 H -0.48623 -1.74331 3.07603  0.3321

Atomic forces in eV per Å
1.2263 -0.8027 0.4415
-0.2839 0.1377 -1.0339
-1.6657 0.1218 0.3538
1.7331 -1.0604 -0.1834
0.1196 -0.4542 -0.9278
-1.6551 2.1477 1.3119
-0.0492 0.0652 0.4471
0.2079 0.4073 -0.1877
-0.3983 -0.4591 -0.2199
0.0423 0.4484 0.2980
0.2735 0.3689 -0.5350
0.5997 -0.3363 -0.3511
-0.2758 0.1171 0.4249
-0.1726 -0.4915 -0.1098
0.3784 -0.1643 0.0851
0.5621 -1.0417 0.1366
-0.8187 0.1896 -0.6303
0.1763 0.8065 0.6800

Computed properties:
- highest occupied orbital energy (eV) = -9.5342
- Kohn-Sham gap (eV) = 10.192
- ΔE to the lowest compared entry with this formula, charge and spin (kcal/mol) = 15.3

=====

Density functional theory data (wB97M-V/def2-TZVPD) for H32NeO16 as an isolated structure.

Each line ends with the Mulliken charge.
Element x y z (Å)
1 Ne 0.16955 0.42395 -0.13872  -0.0088
2 O -3.00862 0.82046 -1.01501  -0.6339
3 H -2.48505 0.38251 -1.68607  0.3671
4 H -3.89198 0.47160 -1.13422  0.2791
5 O -1.79241 -0.54448 -3.00381  -0.6352
6 H -1.88622 -1.13322 -3.75269  0.2738
7 H -1.65020 -1.12649 -2.25731  0.2404
8 O -2.71585 3.44983 -0.34783  -0.6337
9 H -2.63083 4.03570 -1.10000  0.3137
10 H -2.73252 2.57166 -0.72831  0.3907
11 O 3.10137 -1.33571 -2.60740  -0.6014
12 H 2.74400 -1.38642 -3.49394  0.3009
13 H 2.57739 -1.95682 -2.10154  0.3876
14 O -2.26995 0.72171 1.95098  -0.7458
15 H -2.67526 0.96571 1.11886  0.3690
16 H -2.82042 1.13473 2.61628  0.2962
17 O 1.25942 3.56608 -1.59476  -0.6307
18 H 0.71405 4.18096 -1.10413  0.3039
19 H 1.74838 3.09038 -0.92330  0.3503
20 O 0.30316 0.29398 2.77370  -0.6652
21 H -0.59012 0.39424 2.44470  0.4147
22 H 0.22904 0.43810 3.71708  0.2886
23 O -0.05040 -3.35968 1.13279  -0.7102
24 H -0.70421 -2.74209 1.46043  0.3116
25 H 0.13550 -3.93040 1.87841  0.2973
26 O 2.56946 -2.01243 2.42924  -0.6931
27 H 2.02454 -1.36637 2.87858  0.3023
28 H 1.94756 -2.55638 1.94593  0.3580
29 O 3.79525 0.00302 0.92843  -0.6465
30 H 4.29523 -0.41429 0.22693  0.3094
31 H 3.10390 -0.62530 1.13693  0.3128
32 O 3.42154 2.74752 -0.03313  -0.6807
33 H 3.46664 1.92076 0.44714  0.3876
34 H 3.39509 3.41957 0.64796  0.3241
35 O 1.87996 -3.36940 -1.02156  -0.6631
36 H 1.11657 -3.36481 -0.44412  0.2612
37 H 2.61418 -3.58626 -0.44700  0.2929
38 O -3.08351 -1.85097 1.48369  -0.7084
39 H -2.96819 -0.93035 1.71906  0.4289
40 H -2.97596 -1.87085 0.53276  0.3047
41 O -1.28090 -3.09039 -1.14029  -0.5609
42 H -1.67756 -3.95307 -1.26140  0.2886
43 H -0.70098 -3.19662 -0.38621  0.3928
44 O 0.85322 2.96303 2.21844  -0.5612
45 H 0.55734 3.46626 2.97702  0.2695
46 H 0.60155 2.06087 2.41593  0.3703
47 O -1.62741 2.31619 -3.20177  -0.6240
48 H -1.53830 1.41836 -3.52144  0.2903
49 H -0.86684 2.44582 -2.63524  0.3242

Atomic forces in eV per Å
-0.0039 -0.0041 -0.0314
-0.3114 -0.2065 1.1849
0.1474 0.2255 -0.6330
-0.3253 0.0508 -0.0983
0.0133 0.0524 -0.1559
-0.0676 -0.1215 -0.2378
0.4478 -0.7573 0.2727
-0.0062 0.5537 0.5587
0.0165 0.1109 -0.1790
-0.0358 -0.4205 -0.3997
0.3587 0.3327 -0.1016
-0.0051 0.0738 -0.2009
-0.3305 -0.3681 0.2980
-0.1323 -0.1961 0.4793
0.1005 0.3786 -0.9554
-0.1076 0.2917 0.2880
-0.7141 0.1458 -0.6656
-0.1654 0.1324 0.1457
0.6852 -0.2904 0.3811
0.8474 -0.3823 0.2989
-0.8154 0.0135 -0.4477
0.0299 -0.0353 0.3662
0.5781 -0.0199 0.4441
-0.6105 0.5376 0.2948
0.0083 -0.4236 0.1484
0.3010 -0.3050 -0.0368
-0.3223 0.3593 0.1375
-0.3186 -0.0569 -0.1545
0.2031 0.6054 -0.1006
0.1586 0.0153 -0.3119
-0.1635 -0.3331 0.2995
-0.0271 0.3487 -0.2987
0.0705 -0.7694 0.2351
-0.0578 0.2005 0.1860
0.1411 -0.0551 -0.2862
-0.0693 0.0630 0.1506
0.3382 -0.0879 0.0889
0.0661 -0.9065 0.0571
0.2368 0.4916 0.2184
0.0106 -0.0977 -0.3839
-0.5540 0.5975 -0.7854
-0.1263 -0.1934 -0.1072
-0.0356 -0.2351 0.1715
0.2049 0.6725 -0.1449
-0.0524 0.2591 0.0913
0.1101 -0.5844 -0.1003
-0.3473 0.3250 -0.1283
0.0664 -0.2053 -0.0286
0.5649 0.2180 0.1771

Computed properties:
- highest occupied orbital energy (eV) = -10.1845
- Kohn-Sham gap (eV) = 9.790
- ΔE to the lowest compared entry with this formula, charge and spin (kcal/mol) = 20.1

=====

Density functional theory data (wB97M-V/def2-TZVPD) for C31H44BrMnN3P2 as an isolated structure.

Each line ends with the Mulliken charge.
Element x y z (Å)
1 N 1.08219 6.64357 -5.05147  -0.5049
2 C 2.25497 6.16813 -4.63294  -0.3531
3 C 2.37291 5.23171 -3.59908  -0.4784
4 C 1.21445 4.74776 -2.93848  0.4960
5 C -0.02529 5.27287 -3.40850  -0.3029
6 C -0.02876 6.23227 -4.43041  -0.4458
7 C 1.34944 3.65642 -1.97845  -0.7504
8 Mn 0.48995 0.64709 -0.21012  0.6307
9 P -1.16413 -4.31689 0.32175  -0.3770
10 C 0.31794 2.80665 -1.63547  -0.3473
11 C 0.35070 1.42584 -2.16969  -0.6343
12 C -0.82064 0.59214 -2.29024  0.2328
13 C -0.72799 -0.60829 -2.97837  -0.6729
14 C 0.52015 -1.21734 -3.17445  -0.1262
15 C 1.68626 -0.56319 -2.77905  -1.2021
16 C 1.63048 0.77413 -2.35201  0.5817
17 Br 0.51909 -3.01212 -3.63354  -0.0804
18 H 2.35453 3.51107 -1.56818  0.7846
19 H -0.64199 3.21565 -1.31648  0.5451
20 H 3.35204 4.84497 -3.34522  0.3719
21 H -1.00840 4.98734 -3.02589  0.3353
22 H 3.15735 6.51103 -5.14777  0.3647
23 H -0.96131 6.67465 -4.79729  0.3708
24 H -1.79303 0.94303 -1.93461  0.5447
25 H 2.54794 1.35448 -2.38388  0.4756
26 H -1.61098 -1.17361 -3.28627  0.5960
27 H 2.63547 -1.09350 -2.88728  0.6061
28 P -1.26853 1.01478 1.68314  1.0662
29 C -0.14442 -5.01203 -1.01061  1.0149
30 C -0.85003 -6.18216 -1.71682  -1.1865
31 H 0.83199 -5.31678 -0.59396  0.4413
32 H 0.00915 -4.17347 -1.72221  -1.2073
33 H -0.23692 -6.54413 -2.55685  0.3852
34 H -0.99965 -7.01823 -1.01250  0.3730
35 H -1.83587 -5.88263 -2.11656  0.2665
36 C -2.22693 -3.15945 -0.59660  1.0347
37 C -3.69074 -3.60409 -0.41342  -1.4801
38 H -1.94744 -3.18341 -1.66492  0.1816
39 H -2.05608 -2.14867 -0.21015  -0.7787
40 H -4.38416 -2.89452 -0.88043  0.4121
41 H -3.86325 -4.59066 -0.87149  0.4136
42 H -3.95066 -3.68128 0.65099  0.3693
43 C 0.09217 -3.62744 1.43895  0.8243
44 C 0.40105 -4.64934 2.53030  -1.4542
45 H -0.34921 -2.70855 1.84286  -0.1985
46 H 0.98645 -3.36422 0.85819  -0.0667
47 H 0.63906 -4.15640 3.47095  0.4076
48 H -0.45498 -5.30763 2.70088  0.4268
49 H 1.24924 -5.28684 2.26904  0.3305
50 C -1.09819 0.59749 3.47539  -0.6780
51 C -1.56697 1.61124 4.53698  -1.4726
52 H -0.04158 0.32539 3.61714  0.3963
53 H -1.69354 -0.31787 3.60403  0.5768
54 H -0.84965 2.42482 4.71941  0.3198
55 H -2.53301 2.07081 4.28441  0.3852
56 H -1.71724 1.08897 5.49129  0.4094
57 C -2.95395 0.38083 1.33521  -0.5129
58 C -3.73535 1.19490 0.32681  -1.1239
59 H -3.47648 0.35787 2.30248  0.5669
60 H -2.85820 -0.66115 0.99992  0.1829
61 H -3.83497 2.24127 0.64041  0.3772
62 H -3.28158 1.18478 -0.67096  0.0902
63 H -4.74121 0.76757 0.23137  0.4489
64 C -1.38080 2.83542 1.85212  -0.9417
65 C 0.03037 3.40401 1.95637  -1.1059
66 H -1.97376 3.08343 2.75136  0.5664
67 H -1.94381 3.25428 1.00081  0.4764
68 H 0.05283 4.42567 1.56637  0.3967
69 H 0.39853 3.40165 2.98976  0.2128
70 H 0.76308 2.82710 1.37877  0.1017
71 N 6.47392 -2.20539 3.51413  -0.3526
72 C 5.46525 -1.77543 3.10432  -0.2943
73 C 4.26235 -1.18908 2.55631  0.6085
74 C 3.59376 -0.15403 3.22876  -0.9019
75 C 2.50348 0.47489 2.59614  -0.1652
76 N 2.13632 0.18746 1.31268  0.0738
77 C 2.75196 -0.85910 0.71359  0.0791
78 C 3.77841 -1.58722 1.30839  -0.7414
79 H 3.92809 0.16448 4.22515  0.4878
80 H 1.90996 1.22884 3.12520  0.4793
81 H 2.40715 -1.12372 -0.29187  0.2942
82 H 4.22123 -2.43885 0.77238  0.5246

Atomic forces in eV per Å
0.2441 0.0572 0.3060
-0.1194 -0.4512 0.1350
-0.3780 -0.0110 0.3018
-0.4418 0.9279 -0.0608
-0.0149 0.2815 -0.1672
0.2646 -0.4866 0.2376
0.4674 1.1910 -0.3490
0.3576 -0.0687 2.3684
-0.8440 -2.3390 0.6440
-0.9494 -0.9983 0.0783
0.7374 -0.4331 0.6749
0.3414 1.0128 -0.3545
0.1130 -0.6721 0.2896
-0.3207 0.3648 0.7679
-0.0338 0.0982 -0.4085
-0.7889 -0.1838 -0.9954
0.3946 0.0593 -1.0693
0.1244 -0.6140 -0.9995
-0.2200 0.0314 -1.1238
0.0076 0.0768 0.1079
0.4822 -0.1115 0.1249
-0.3842 -0.0431 0.1237
0.2984 -0.2751 0.2343
0.3224 0.1471 -0.5224
-0.1008 -0.0606 0.4233
0.1340 0.3154 0.3384
-0.1858 0.3494 0.0318
-0.8537 0.5353 0.3655
0.1841 0.1876 -0.5348
0.1864 -0.0811 -0.0316
-0.3534 0.0386 -0.2101
0.2021 -0.9223 0.6967
-0.2582 0.0445 0.2157
-0.0095 0.3486 -0.3342
0.3838 -0.1258 0.1815
-0.0259 0.4236 -0.2386
-0.1409 0.2309 -0.0739
-0.0982 0.1644 0.3234
-0.1421 0.2078 -0.1600
0.0809 -0.1023 0.0075
0.1352 0.3310 0.2185
0.1103 -0.0257 -0.2832
0.0672 0.9973 -0.5286
0.1251 -0.1316 0.2170
0.1873 0.0545 0.2398
0.0698 0.1843 0.2416
0.0884 -0.0055 0.0691
0.0752 0.1305 0.0208
-0.0896 0.0760 -0.0639
0.6330 -0.7648 0.1946
-0.1219 0.1324 0.0210
-0.3910 -0.0594 0.3155
0.3559 0.0342 -0.0811
-0.1839 -0.2840 -0.1594
0.2121 -0.2510 0.1199
0.1471 0.0772 -0.2909
0.0563 -0.1116 0.2920
-0.4341 0.1678 -0.2169
0.0336 0.0191 -0.2565
-0.0116 0.1906 0.1615
-0.0933 -0.2723 -0.0929
-0.0999 -0.0016 0.1787
0.2059 0.2050 -0.0715
-0.5502 0.1572 -0.4197
0.1930 0.3799 0.0922
0.2945 -0.0971 -0.6126
0.3995 -0.1117 0.1818
0.1433 -0.0876 0.2497
-0.1420 0.1191 -0.2003
-0.0254 0.0639 -0.0996
-2.3678 0.9608 -0.9262
1.9046 -0.8831 0.8300
-0.1606 0.3974 -0.0678
-0.5184 0.2845 -0.2408
0.3854 -0.3101 -0.3955
0.1536 -0.7011 0.2114
0.3073 0.0512 0.6174
0.0588 -0.2556 -0.5392
-0.2896 -0.1422 -0.5204
0.4251 -0.1557 -0.3603
0.2257 0.0072 0.2988
-0.1769 0.5160 0.3109

Computed properties:
- 2S+1 = 6
- charge = +2
- highest occupied orbital energy (spin up / spin down) (eV) = -12.0901 / -12.0883
- Kohn-Sham gap (spin up / spin down) (eV) = 4.527 / 4.733
- ΔE to the lowest compared entry with this formula, charge and spin (kcal/mol) = 42.4
- expectation value of S² = 8.915

=====

Density functional theory data (wB97M-V/def2-TZVPD) for one molecule with the formula C8H11BN2O3S.

Each line ends with the Mulliken charge.
Element x y z (Å)
1 O -0.69507 0.22385 -0.44915  -0.6610
2 C 0.35729 0.83970 -0.37205  0.6093
3 C 1.56203 0.24124 0.20237  -0.7069
4 S 1.72082 -1.50925 -0.02744  -0.1710
5 C 0.51258 -2.00450 1.17777  0.1536
6 C -0.80224 -2.28713 0.92121  -0.0761
7 C -1.63399 -2.72661 1.91951  -0.3389
8 N -1.23320 -2.93722 3.17170  -0.5918
9 C 0.00512 -2.57362 3.44234  -0.3307
10 C 0.90591 -2.12560 2.50998  -0.2049
11 N 0.35725 2.13865 -0.76194  -0.2415
12 C -0.78819 2.66011 -1.40384  -0.6048
13 B -0.46484 2.34149 -2.92390  0.7193
14 O -0.22923 3.34981 -3.80741  -0.5382
15 O -0.40989 1.00499 -3.22719  -0.6622
16 H 2.49216 0.70998 -0.15896  0.4061
17 H 1.60305 0.47052 1.27177  0.3149
18 H -1.15208 -2.33505 -0.10589  0.3359
19 H -2.59385 -3.06426 1.61240  0.3754
20 H 0.30101 -2.73524 4.47276  0.3469
21 H 1.89237 -1.82115 2.84854  0.3875
22 H 1.23819 2.60940 -0.96590  0.2605
23 H -0.84851 3.73544 -1.25861  0.3183
24 H -1.66153 2.13523 -1.02812  0.2341
25 H 0.10852 3.10207 -4.69722  0.3148
26 H -0.54367 0.55715 -2.36276  0.3514

Atomic forces in eV per Å
-0.2693 -0.7247 -0.1568
-1.3216 1.1419 -0.2875
1.9569 0.6724 0.7376
-0.1958 -0.6015 -0.2016
0.6128 0.0500 1.1429
-0.0669 -0.5195 -1.6247
0.6281 -0.6511 0.2945
-0.9049 0.3191 -0.3064
0.0414 -0.4686 0.8344
0.6107 0.6702 -0.2460
2.5109 -0.4083 1.3196
-0.8165 1.2636 -1.4505
-0.9920 -0.5150 -0.2996
0.5596 -0.1098 -0.8832
0.2813 0.2633 0.2279
-0.3342 -0.1429 -0.2229
-0.2631 -0.0803 0.0305
-0.0481 0.4044 0.1829
-0.9229 -0.0944 0.2255
0.1914 0.1494 0.0206
0.0129 -0.2279 -0.2210
-0.2952 -0.3516 0.3844
-0.1802 0.0587 0.3750
-0.1082 0.2424 -0.0106
-0.4739 0.0010 0.9670
-0.2131 -0.3405 -0.8321

Computed properties:
- highest occupied orbital energy (eV) = -9.3302
- Kohn-Sham gap (eV) = 9.627
- ΔE to the lowest compared entry with this formula, charge and spin (kcal/mol) = 3.2

=====

Density functional theory data (wB97M-V/def2-TZVPD) for a 2-piece molecular cluster, C6H12O2 overall.

Each line ends with the Mulliken charge.
Element x y z (Å)
1 C -2.28888 1.00499 -1.29154  -1.2080
2 C -0.89699 0.40887 -1.03427  0.8243
3 C -0.09976 -0.02173 -2.25412  -1.2308
4 C -0.28802 0.40056 0.14651  -0.3892
5 C 0.96984 -0.22647 0.40636  -1.0371
6 C 1.86966 0.43686 1.09707  0.1395
7 O 3.17140 -0.03178 1.15783  -0.5701
8 H -2.31132 1.77770 -0.50917  0.3509
9 H -2.38801 1.50961 -2.32360  0.2984
10 H -2.98722 0.21230 -1.42386  0.3057
11 H -0.03380 -1.14758 -2.35057  0.2723
12 H 1.03697 0.38343 -2.06800  0.2675
13 H -0.45880 0.60930 -3.09761  0.3719
14 H -0.81077 0.63515 1.05038  0.4700
15 H 1.29149 -1.10162 -0.07397  0.3641
16 H 1.76897 1.44049 1.44635  0.4129
17 H 3.28815 -1.08568 1.37004  0.3634
18 O -0.20300 -1.51689 3.59521  -0.6319
19 H -0.43016 -2.43375 3.48891  0.3000
20 H -0.19973 -1.25374 2.66803  0.3263

Atomic forces in eV per Å
2.1843 1.1442 -1.2212
0.1013 0.3618 -1.4128
2.5385 1.1063 0.7600
-1.9057 -0.8087 0.1113
0.2452 1.1199 0.2648
1.9184 -1.4285 -0.5582
0.8399 -3.0883 1.5694
-1.4256 -0.4789 -0.1821
0.6924 -0.4022 1.5392
-1.0825 -0.4253 0.9499
-0.2748 1.3518 -0.5016
-2.5689 -1.2193 -0.5557
0.2016 -1.2725 0.0746
-0.6281 0.8011 0.2904
0.1932 -1.2538 -0.6230
-0.0758 0.4067 0.4510
-1.0038 4.0700 -0.9212
0.0401 0.2860 -0.4237
-0.1887 -0.8051 0.4174
0.1991 0.5349 -0.0284

Computed properties:
- highest occupied orbital energy (eV) = -8.3790
- Kohn-Sham gap (eV) = 9.008
- ΔE to the lowest compared entry with this formula, charge and spin (kcal/mol) = 79.1